119
Properties=species:S:1:pos:R:3 method="wB97M-V/def2-TZVPD" energy_ev=-206357.587 molar_mass_g_mol=1065.3 charge=-2
Tl -1.042 -1.808 -0.755
C 2.254 2.561 5.933
C 0.910 3.233 5.625
C 1.090 4.749 5.722
C -0.122 2.808 6.683
C 0.398 2.784 4.258
C 0.186 1.435 4.028
C -0.386 0.968 2.854
Se -0.654 -0.967 2.782
C 1.185 -1.516 2.699
C 1.804 -1.841 3.894
C 3.108 -2.309 3.923
C 3.713 -2.556 2.689
C 3.115 -2.310 1.468
C 1.816 -1.680 1.415
O 1.286 -1.277 0.327
C 3.766 -2.756 0.159
C 2.825 -3.774 -0.506
C 5.123 -3.436 0.369
C 3.971 -1.559 -0.782
C 3.812 -2.508 5.265
C 5.232 -3.056 5.112
C 3.900 -1.153 5.988
C 3.015 -3.492 6.134
C -0.783 1.887 1.865
O -1.466 1.538 0.723
C -0.479 3.254 2.030
C 0.087 3.664 3.230
C -0.744 4.255 0.898
C -0.257 5.664 1.247
C -2.247 4.338 0.582
C 0.022 3.792 -0.354
H 2.598 2.842 6.932
H 2.171 1.476 5.897
H 3.011 2.859 5.206
H 1.391 5.015 6.738
H 1.860 5.102 5.033
H 0.157 5.270 5.503
H 0.196 3.120 7.681
H -1.089 3.266 6.466
H -0.253 1.727 6.683
H 0.469 0.696 4.766
H 1.246 -1.683 4.811
H 4.710 -2.974 2.689
H 2.657 -4.624 0.157
H 1.864 -3.313 -0.719
H 3.249 -4.138 -1.446
H 5.017 -4.328 0.990
H 5.525 -3.743 -0.599
H 5.843 -2.759 0.836
H 3.016 -1.077 -0.973
H 4.650 -0.829 -0.331
H 4.398 -1.894 -1.732
H 5.846 -2.391 4.503
H 5.702 -3.146 6.094
H 5.219 -4.043 4.648
H 4.456 -0.438 5.379
H 2.905 -0.744 6.162
H 4.404 -1.258 6.954
H 2.934 -4.455 5.628
H 3.508 -3.640 7.100
H 2.006 -3.125 6.317
H 0.287 4.715 3.365
H -0.796 6.079 2.101
H 0.812 5.667 1.470
H -0.423 6.322 0.392
H -2.817 4.573 1.483
H -2.431 5.118 -0.160
H -2.603 3.394 0.180
H 1.095 3.783 -0.152
H -0.282 2.791 -0.645
H -0.169 4.467 -1.190
Br -1.164 -4.770 -1.235
O -3.069 0.513 1.847
N -2.716 0.803 0.774
C 0.028 -1.712 -7.326
C -1.099 -2.103 -6.363
C -2.265 -2.747 -7.124
C -0.563 -3.090 -5.323
O -1.553 -0.901 -5.768
Si -2.213 -0.750 -4.241
O -1.180 -0.882 -3.083
O -3.464 -1.851 -4.257
C -4.662 -1.860 -3.510
C -5.712 -1.033 -4.268
C -4.486 -1.283 -2.104
C -5.111 -3.320 -3.404
O -3.016 0.714 -4.321
C -2.469 1.978 -4.616
C -1.014 2.100 -4.156
C -2.545 2.198 -6.134
C -3.327 3.014 -3.881
H 0.415 -2.588 -7.851
H 0.832 -1.252 -6.752
H -0.338 -0.986 -8.055
H -1.955 -3.686 -7.589
H -2.642 -2.067 -7.891
H -3.059 -2.941 -6.405
H -0.114 -3.961 -5.803
H -1.377 -3.411 -4.674
H 0.173 -2.586 -4.698
H -5.349 -0.009 -4.344
H -6.673 -1.044 -3.748
H -5.840 -1.438 -5.273
H -4.035 -0.295 -2.165
H -3.827 -1.926 -1.522
H -5.450 -1.216 -1.597
H -5.259 -3.741 -4.400
H -6.042 -3.393 -2.838
H -4.335 -3.896 -2.901
H -0.396 1.416 -4.737
H -0.942 1.798 -3.112
H -0.655 3.124 -4.282
H -2.029 1.367 -6.613
H -2.077 3.141 -6.427
H -3.587 2.191 -6.462
H -3.224 2.861 -2.807
H -4.377 2.881 -4.147
H -3.014 4.030 -4.134


128
Properties=species:S:1:pos:R:3 method="wB97M-V/def2-TZVPD" energy_ev=-108049.384 molar_mass_g_mol=893.1
C 2.599 -2.213 3.597
C 3.199 -2.783 2.299
C 2.658 -4.196 2.024
C 2.733 -4.518 0.501
C 1.432 -5.011 -0.071
C 1.038 -6.358 -0.036
C 1.938 -7.374 0.648
C 2.749 -8.091 -0.396
O 3.691 -7.665 -0.939
Cl 2.141 -9.731 -0.834
C -0.162 -6.760 -0.601
C -1.028 -5.861 -1.200
C -0.652 -4.531 -1.222
C 0.553 -4.101 -0.674
N 0.925 -2.717 -0.693
B 1.571 -2.294 -1.946
N 1.334 -3.026 -3.220
O 2.429 -1.233 -1.899
C -0.139 -1.848 -0.265
C 0.174 -0.851 0.648
C -0.838 -0.014 1.077
C -2.159 -0.154 0.644
B -3.182 0.889 1.230
O -4.244 1.411 0.481
C -3.012 1.420 2.711
C -2.626 0.324 3.738
C -2.485 -1.165 -0.282
C -3.900 -1.337 -0.789
C -4.463 -2.738 -0.652
C -4.382 -3.483 0.515
C -4.922 -4.758 0.564
C -5.562 -5.338 -0.523
C -6.180 -6.705 -0.471
C -5.628 -4.600 -1.702
C -5.090 -3.323 -1.747
C -1.444 -1.987 -0.733
S -1.705 -3.288 -1.922
H 2.453 -3.004 4.334
H 3.238 -1.443 4.023
H 1.608 -1.824 3.365
H 4.289 -2.813 2.344
H 2.937 -2.103 1.488
H 3.321 -4.889 2.544
H 1.644 -4.284 2.411
H 3.481 -5.294 0.342
H 3.098 -3.633 -0.007
H 2.647 -6.905 1.323
H 1.328 -8.050 1.241
H -0.455 -7.803 -0.547
H -1.976 -6.176 -1.610
H 2.230 -3.441 -3.481
H 1.155 -2.340 -3.955
H 2.829 -1.108 -2.764
H 1.185 -0.741 1.008
H -0.579 0.759 1.790
H -4.011 2.223 0.024
H -3.883 1.983 3.045
H -2.170 2.127 2.674
H -2.882 0.663 4.741
H -1.542 0.226 3.748
H -3.070 -0.646 3.529
H -3.895 -1.095 -1.856
H -4.597 -0.643 -0.333
H -3.878 -3.069 1.380
H -4.853 -5.347 1.472
H -6.526 -7.020 -1.455
H -7.057 -6.736 0.177
H -5.488 -7.476 -0.130
H -6.088 -4.990 -2.600
H -5.140 -2.763 -2.674
O -0.010 3.529 3.671
P 0.239 4.784 4.482
N 0.707 5.767 3.127
C 1.776 6.744 3.090
C -0.317 5.970 2.109
N 1.628 4.257 5.338
C 2.877 4.986 5.436
C 1.894 2.823 5.352
N 0.052 6.163 5.536
C -0.275 5.772 6.936
C -1.015 7.108 5.134
H 1.668 7.558 3.821
H 1.829 7.210 2.105
H 2.749 6.279 3.237
H -1.107 6.669 2.420
H -0.799 5.022 1.862
H 0.118 6.350 1.184
H 3.518 4.812 4.564
H 3.433 4.660 6.321
H 2.721 6.056 5.562
H 2.339 2.481 4.410
H 0.984 2.256 5.526
H 2.581 2.580 6.166
H -1.223 5.231 7.002
H -0.339 6.664 7.559
H 0.504 5.146 7.361
H -1.974 6.611 4.968
H -0.741 7.650 4.231
H -1.150 7.862 5.908
O 1.232 -0.036 -4.981
P 1.264 1.471 -5.016
N 0.226 1.746 -6.362
C 0.396 2.745 -7.398
C -1.145 1.269 -6.212
N 2.918 1.651 -5.462
C 3.408 2.537 -6.500
C 3.768 0.471 -5.393
N 1.250 3.120 -4.454
C 2.134 3.333 -3.273
C -0.084 3.615 -4.039
H 0.421 3.779 -7.026
H -0.421 2.688 -8.116
H 1.300 2.570 -7.979
H -1.749 1.895 -5.539
H -1.153 0.255 -5.807
H -1.655 1.226 -7.174
H 3.332 2.080 -7.494
H 4.463 2.772 -6.328
H 2.888 3.493 -6.503
H 3.610 -0.200 -6.246
H 3.588 -0.091 -4.481
H 4.819 0.768 -5.380
H 1.822 2.734 -2.413
H 2.117 4.386 -2.990
H 3.165 3.085 -3.504
H -0.571 2.952 -3.320
H -0.741 3.744 -4.897
H 0.013 4.600 -3.584